Entry 1:
Here is 4 unconnected molecules or ions with the total composition C27H46ClF7IN2O15P2S4 at a distorted geometry from OMol25. Energies are from ωB97M-V with the def2-TZVPD basis set.

Positions of all 105 atoms, in Å:
C  -3.192  6.845  -1.300
C  -1.646  6.741  -1.491
C  -1.206  5.268  -1.636
C  -0.936  4.565  -0.287
N  -2.230  4.273  0.343
C  -2.223  3.175  1.221
C  -2.290  1.893  0.621
C  -2.320  1.745  -0.894
O  -3.203  2.283  -1.508
O  -1.407  0.958  -1.576
C  -0.225  1.625  -2.022
C  1.005  1.433  -1.104
O  2.090  1.371  -1.594
Cl  0.844  1.268  0.678
C  -2.331  0.774  1.466
C  -2.437  -0.566  0.755
C  -3.851  -0.727  0.075
C  -3.689  -1.342  -1.346
I  -5.036  -0.486  -2.790
C  -2.289  0.948  2.845
P  -2.293  -0.675  3.743
O  -1.100  -1.376  3.289
O  -3.647  -1.435  3.291
O  -2.299  -0.664  5.334
N  -2.236  2.193  3.373
P  -2.271  2.254  5.171
S  -4.069  1.784  5.711
C  -2.176  3.297  2.590
C  -2.062  4.699  3.238
F  -1.659  5.609  2.344
F  -1.043  4.726  4.139
C  -3.411  5.285  3.822
F  -3.364  6.616  3.650
F  -3.577  5.087  5.132
C  -4.705  4.849  3.041
F  -4.590  5.048  1.736
F  -5.668  5.674  3.468
F  -5.102  3.619  3.340
H  -3.384  6.708  -0.227
H  -3.564  7.839  -1.573
H  -3.738  6.092  -1.881
H  -1.410  7.289  -2.409
H  -1.182  7.206  -0.614
H  -0.313  5.186  -2.275
H  -1.995  4.732  -2.192
H  -0.303  3.674  -0.389
H  -0.366  5.290  0.312
H  -2.995  4.226  -0.317
H  0.063  1.144  -2.961
H  -0.398  2.680  -2.263
H  -2.290  -1.446  1.374
H  -1.645  -0.582  -0.001
H  -4.268  0.279  -0.085
H  -4.545  -1.291  0.701
H  -2.686  -1.193  -1.744
H  -3.933  -2.404  -1.286
H  -4.334  -0.751  3.202
H  -2.633  -1.504  5.685
H  -2.010  3.523  5.698
H  -1.274  1.383  5.675
O  7.105  -0.447  -0.916
S  6.755  -0.887  0.397
O  6.741  -2.281  0.732
O  5.353  -0.241  0.803
C  4.226  -0.468  -0.062
C  3.692  -1.884  0.053
C  7.748  -0.040  1.578
H  4.487  -0.227  -1.094
H  3.455  0.234  0.248
H  4.418  -2.612  -0.304
H  2.783  -1.998  -0.540
H  3.472  -2.128  1.094
H  7.744  1.023  1.349
H  8.756  -0.439  1.499
H  7.350  -0.228  2.572
O  -4.625  -1.350  -7.818
S  -4.830  -2.473  -6.956
O  -4.512  -2.399  -5.561
O  -4.117  -3.748  -7.592
C  -2.711  -3.666  -7.893
C  -1.850  -3.721  -6.646
C  -6.488  -3.040  -7.125
H  -2.505  -2.767  -8.478
H  -2.486  -4.522  -8.527
H  -2.011  -2.847  -6.016
H  -0.793  -3.752  -6.914
H  -2.093  -4.601  -6.050
H  -6.731  -3.123  -8.180
H  -7.133  -2.306  -6.645
H  -6.584  -4.000  -6.624
O  7.555  -4.935  4.188
S  6.937  -5.733  3.171
O  6.183  -6.902  3.508
O  8.039  -6.118  2.084
C  9.228  -6.795  2.529
C  8.969  -8.247  2.881
C  5.956  -4.700  2.140
H  9.673  -6.257  3.368
H  9.935  -6.743  1.702
H  8.308  -8.333  3.743
H  9.904  -8.753  3.122
H  8.487  -8.763  2.050
H  6.530  -3.823  1.858
H  5.078  -4.407  2.714
H  5.651  -5.267  1.263

HOMO: -11.33 eV
energy above the lowest of the compared OMol25 structures with the same formula, charge and spin: 103.2 kJ/mol
calculated total energy: -6026.665784 a.u.
total charge: +1
M: 1124.223 Da
E_LUMO: -0.2040 hartree
orbital gap: 5.78 eV

=====

Entry 2:
Here is a molecular structure, C27H46ClSn at a distorted geometry from OMol25. Energies are from ωB97M-V with the def2-TZVPD basis set.

Positions of all 75 atoms, in Å:
C  -2.203  2.669  1.852
C  -1.701  3.028  0.439
C  -1.508  1.815  -0.403
C  -0.252  1.419  -0.986
Sn  -0.744  -0.356  -2.235
C  -0.572  -2.174  -1.012
C  0.875  -2.571  -0.658
C  1.332  -3.836  -1.404
C  2.779  -4.217  -1.107
C  -2.791  0.324  -2.619
C  -3.478  -0.767  -3.428
C  -4.591  -1.521  -2.685
C  -4.189  -2.227  -1.392
C  0.585  -0.386  -3.950
C  1.690  0.681  -3.868
C  1.517  1.786  -4.913
C  2.624  2.835  -4.863
H  1.743  1.138  -2.869
H  -2.602  3.533  2.374
H  -2.976  1.900  1.839
H  -1.400  2.287  2.463
H  -2.300  3.779  -0.114
H  -0.723  3.502  0.595
H  1.254  0.732  3.078
H  -2.237  0.994  -0.200
H  0.270  2.109  -1.667
H  0.506  0.968  -0.329
H  -1.153  -1.967  -0.102
H  -1.084  -2.971  -1.574
H  1.577  -1.744  -0.868
H  0.944  -2.750  0.432
H  0.664  -4.660  -1.117
H  1.202  -3.690  -2.487
H  3.030  -5.144  -1.628
H  3.471  -3.440  -1.449
H  2.940  -4.380  -0.035
H  -3.265  0.548  -1.659
H  -2.664  1.273  -3.157
H  -3.904  -0.310  -4.333
H  -2.731  -1.496  -3.784
H  -5.409  -0.823  -2.464
H  -5.000  -2.268  -3.376
H  -5.072  -2.719  -0.966
H  -3.439  -3.009  -1.559
H  -3.809  -1.543  -0.624
H  1.015  -1.395  -3.960
H  -0.051  -0.258  -4.836
H  2.670  0.205  -4.020
H  1.507  1.316  -5.904
H  0.540  2.272  -4.793
H  2.504  3.553  -5.678
H  2.602  3.389  -3.919
H  3.610  2.371  -4.964
Cl  -2.452  2.202  7.712
C  -1.161  1.670  6.715
C  -0.173  2.580  6.302
C  0.868  2.151  5.467
C  0.952  0.813  5.034
C  1.893  0.404  3.847
C  2.171  -1.039  3.372
C  3.227  -0.915  2.219
C  3.737  0.499  2.349
C  3.103  1.173  3.350
C  -0.094  -0.055  5.393
C  -1.138  0.366  6.218
H  -0.274  3.621  6.585
H  1.584  2.888  5.084
H  2.441  -1.729  4.174
H  1.271  -1.420  2.881
H  4.041  -1.645  2.224
H  2.733  -1.097  1.249
H  4.512  0.859  1.658
H  3.281  2.202  3.658
H  -0.140  -1.055  4.959
H  -1.985  -0.275  6.433

HOMO: -0.50 eV
energy above the lowest of the compared OMol25 structures with the same formula, charge and spin: 306.1 kJ/mol
calculated total energy: -1730.683627 a.u.
total charge: -1
M: 524.829 Da
E_LUMO: 0.0967 hartree
orbital gap: 3.13 eV

=====

Entry 3:
Here is 5 unconnected molecules or ions with the total composition C27H47NO17P at a distorted geometry from OMol25. Energies are from ωB97M-V with the def2-TZVPD basis set.

Positions of all 93 atoms, in Å:
C  -0.114  3.785  3.301
C  0.690  4.070  2.044
O  2.075  3.790  2.288
C  2.642  2.734  1.573
P  2.893  3.217  -0.212
O  1.814  4.028  -0.752
O  4.312  3.958  -0.391
O  3.029  1.865  -1.085
C  1.830  1.412  1.582
C  2.591  0.159  2.011
C  1.535  -0.954  2.174
C  3.593  -0.374  0.999
N  3.209  0.409  3.343
O  2.306  0.411  4.269
C  4.114  1.597  3.414
C  5.553  1.077  3.512
C  3.843  2.422  4.661
C  4.045  2.519  2.185
H  0.089  4.579  4.007
H  -1.173  3.718  3.097
H  0.217  2.874  3.779
H  0.598  5.127  1.836
H  0.307  3.561  1.171
H  4.989  3.352  -0.736
H  3.931  1.511  -1.038
H  0.976  1.479  2.233
H  1.428  1.229  0.592
H  1.813  -1.666  2.937
H  1.505  -1.500  1.240
H  0.540  -0.563  2.322
H  3.111  -0.640  0.073
H  4.101  -1.218  1.449
H  4.371  0.353  0.782
H  6.276  1.877  3.441
H  5.644  0.511  4.431
H  5.701  0.367  2.706
H  3.979  1.794  5.531
H  4.584  3.207  4.711
H  2.858  2.858  4.641
H  4.757  2.223  1.425
H  4.365  3.494  2.520
C  -1.366  -3.976  3.540
C  -2.148  -2.714  3.802
C  -3.650  -2.874  3.823
O  -4.096  -1.572  3.418
C  -3.116  -1.025  2.654
O  -3.233  -0.031  2.015
O  -1.990  -1.775  2.723
H  -0.326  -3.739  3.319
H  -1.399  -4.633  4.409
H  -1.766  -4.512  2.678
H  -1.793  -2.230  4.716
H  -4.048  -3.125  4.803
H  -4.003  -3.603  3.089
C  0.672  1.786  -3.036
C  -0.017  2.311  -4.266
C  -1.522  2.203  -4.228
O  -1.859  2.085  -5.617
C  -0.789  1.543  -6.254
O  -0.807  1.138  -7.369
O  0.287  1.507  -5.429
H  1.739  1.677  -3.204
H  0.523  2.456  -2.191
H  0.279  0.798  -2.778
H  0.299  3.334  -4.483
H  -2.011  3.066  -3.784
H  -1.857  1.295  -3.720
C  -1.200  -1.981  -4.242
C  -0.097  -2.272  -3.259
C  0.280  -3.727  -3.117
O  0.788  -3.774  -1.773
C  0.185  -2.784  -1.072
O  0.251  -2.654  0.107
O  -0.497  -1.961  -1.907
H  -1.556  -0.958  -4.118
H  -0.843  -2.102  -5.264
H  -2.055  -2.641  -4.090
H  0.783  -1.662  -3.487
H  1.042  -4.050  -3.822
H  -0.583  -4.392  -3.185
C  -4.967  -0.699  -2.691
C  -5.717  -1.882  -3.251
C  -6.561  -2.644  -2.256
O  -6.578  -3.963  -2.824
C  -5.443  -4.109  -3.552
O  -5.054  -5.135  -4.004
O  -4.811  -2.915  -3.685
H  -4.224  -0.349  -3.407
H  -5.653  0.118  -2.472
H  -4.438  -0.969  -1.776
H  -6.311  -1.579  -4.118
H  -7.573  -2.259  -2.159
H  -6.096  -2.700  -1.270

HOMO (alpha / beta): -8.60 / -9.54 eV
calculated total energy: -2732.279455 a.u.
total charge: 0
M: 688.637 Da
E_LUMO (alpha / beta): -0.0083 / -0.0083 hartree
orbital gap (alpha / beta): 8.38 / 9.32 eV
spin multiplicity: 2

=====

Entry 4:
Here is a molecular structure, C27H48AsNSi3TeV from OMol25. Energies are from ωB97M-V with the def2-TZVPD basis set.

Positions of all 82 atoms, in Å:
V  -0.306  -0.325  -0.395
C  0.366  -0.198  1.575
Si  1.451  1.243  1.285
C  0.337  2.345  0.164
N  -0.131  1.650  -1.088
C  0.949  1.712  -2.147
C  0.406  2.067  -3.521
C  -0.293  3.430  -3.505
C  -1.225  3.565  -2.278
C  -1.414  2.219  -1.603
C  1.976  2.371  2.699
C  1.081  3.301  3.246
C  1.449  4.126  4.303
C  2.725  4.033  4.841
C  3.628  3.114  4.320
C  3.257  2.295  3.259
C  3.051  0.742  0.446
C  3.854  1.657  -0.244
C  5.082  1.283  -0.770
C  5.546  -0.018  -0.597
C  4.779  -0.937  0.106
C  3.540  -0.558  0.616
H  -0.427  0.099  2.272
H  0.872  -1.075  1.989
H  0.775  3.323  -0.067
H  -0.549  2.530  0.781
H  1.482  0.762  -2.187
H  1.687  2.461  -1.852
H  -0.272  1.285  -3.872
H  1.246  2.082  -4.216
H  -0.851  3.566  -4.432
H  0.467  4.214  -3.481
H  -2.202  3.955  -2.564
H  -0.809  4.273  -1.558
H  -1.844  1.504  -2.301
H  -2.098  2.277  -0.765
H  0.073  3.383  2.848
H  0.739  4.839  4.708
H  3.016  4.674  5.665
H  4.624  3.037  4.739
H  3.978  1.590  2.859
H  3.525  2.686  -0.359
H  5.683  2.004  -1.310
H  6.506  -0.311  -1.004
H  5.142  -1.947  0.258
H  2.944  -1.288  1.156
C  -5.543  -0.983  0.812
Si  -3.736  -0.611  1.102
C  -3.594  1.242  1.338
C  -3.225  -1.366  2.733
As  -2.522  -1.279  -0.770
Si  -2.281  -3.541  -0.238
C  -3.935  -4.316  0.179
C  -1.100  -3.886  1.164
C  -1.667  -4.457  -1.758
H  -6.161  -0.707  1.675
H  -5.689  -2.046  0.608
H  -5.896  -0.428  -0.063
H  -4.267  1.557  2.143
H  -3.878  1.785  0.432
H  -2.573  1.530  1.616
H  -3.853  -0.948  3.528
H  -2.179  -1.139  2.962
H  -3.341  -2.452  2.744
H  -4.348  -3.960  1.126
H  -3.817  -5.403  0.247
H  -4.664  -4.100  -0.608
H  -1.446  -3.426  2.095
H  -0.111  -3.478  0.937
H  -1.001  -4.967  1.324
H  -2.110  -4.040  -2.668
H  -1.946  -5.514  -1.694
H  -0.576  -4.394  -1.847
C  2.436  -4.020  -2.528
Te  1.478  -2.232  -1.834
C  0.155  -2.136  -3.509
H  2.798  -3.839  -3.538
H  1.712  -4.833  -2.510
H  3.273  -4.245  -1.867
H  -0.054  -3.161  -3.817
H  0.627  -1.585  -4.320
H  -0.779  -1.662  -3.215

HOMO (alpha / beta): -6.72 / -7.10 eV
energy above the lowest of the compared OMol25 structures with the same formula, charge and spin: 51.3 kJ/mol
calculated total energy: -5428.658001 a.u.
total charge: 0
M: 724.412 Da
E_LUMO (alpha / beta): 0.0067 / 0.0056 hartree
orbital gap (alpha / beta): 6.90 / 7.26 eV
spin multiplicity: 4

=====

Entry 5:
Here is a molecular structure, C27H48ClI2NO10S at a distorted geometry from OMol25. Energies are from ωB97M-V with the def2-TZVPD basis set.

Positions of all 90 atoms, in Å:
C  2.285  -0.006  -3.515
C  2.050  1.271  -4.219
O  1.455  1.356  -5.311
O  2.513  2.350  -3.546
C  1.532  3.410  -3.419
C  1.718  4.095  -2.091
C  0.463  4.098  -1.222
C  0.834  3.993  0.240
C  -0.302  4.242  1.229
C  -0.883  3.052  2.022
C  -2.199  2.635  1.400
C  -2.170  2.337  -0.084
C  -3.493  1.724  -0.482
C  -3.810  1.794  -1.957
S  -2.544  1.282  -3.086
O  -1.615  2.343  -3.265
O  -3.164  0.703  -4.223
Cl  -1.663  -0.227  -2.060
O  -1.230  3.620  3.320
C  -1.577  2.735  4.304
O  -2.707  2.211  4.330
C  -0.568  2.505  5.376
C  -0.380  1.036  5.628
C  0.506  0.786  6.854
N  1.326  -0.406  6.773
C  0.087  1.893  2.230
I  -0.499  -0.060  1.688
C  1.307  2.075  2.747
C  1.857  3.359  3.206
I  2.734  0.564  3.007
H  1.652  -0.025  -2.648
H  3.305  -0.118  -3.203
H  2.033  -0.800  -4.186
H  0.553  2.991  -3.528
H  1.703  4.103  -4.221
H  2.098  5.093  -2.213
H  2.467  3.541  -1.550
H  -0.114  4.990  -1.390
H  -0.095  3.240  -1.528
H  1.336  3.053  0.378
H  1.578  4.754  0.391
H  -1.105  4.720  0.709
H  0.015  4.956  1.956
H  -2.891  3.434  1.595
H  -2.558  1.764  1.907
H  -2.103  3.266  -0.616
H  -1.361  1.688  -0.339
H  -4.241  2.320  0.006
H  -3.603  0.727  -0.095
H  -4.116  2.778  -2.241
H  -4.628  1.138  -2.176
H  0.365  2.988  5.165
H  -0.998  2.929  6.265
H  0.128  0.579  4.797
H  -1.333  0.569  5.759
H  1.163  1.627  6.931
H  -0.122  0.729  7.724
H  0.864  -1.129  6.249
H  2.201  -0.203  6.329
H  1.085  4.074  3.359
H  2.585  3.743  2.514
H  2.346  3.219  4.151
O  1.137  -3.013  1.620
C  0.384  -3.942  1.602
O  -0.924  -3.685  1.388
C  -1.894  -4.719  1.204
C  -2.408  -5.262  2.521
C  0.842  -5.354  1.875
H  -1.496  -5.503  0.559
H  -2.704  -4.241  0.659
H  -1.613  -5.726  3.104
H  -3.184  -6.007  2.346
H  -2.827  -4.455  3.120
H  0.921  -5.485  2.953
H  1.824  -5.480  1.433
H  0.193  -6.125  1.469
O  1.796  -6.615  -3.418
C  1.566  -5.974  -4.402
O  2.587  -5.658  -5.215
C  2.387  -5.031  -6.483
C  2.246  -3.528  -6.368
C  0.175  -5.467  -4.715
H  1.542  -5.486  -7.000
H  3.277  -5.279  -7.057
H  1.376  -3.250  -5.774
H  2.142  -3.080  -7.356
H  3.123  -3.102  -5.881
H  -0.001  -4.564  -4.132
H  -0.538  -6.227  -4.408
H  -0.002  -5.248  -5.765

HOMO: -8.83 eV
calculated total energy: -3318.474742 a.u.
total charge: 0
M: 868.006 Da
E_LUMO: 0.0031 hartree
orbital gap: 8.91 eV